14
Properties=species:S:1:pos:R:3:forces:R:3 method="wB97M-V/def2-TZVPD" total_charge=0 homo_energy_ev=-8.87 de_lowest_kj_mol=146.05 gap_ev=10.04 multiplicity=1 e_lumo_ev=1.169
C -1.0439 1.0167 0.1458 0.22 -0.03 0.09
C 0.7026 -0.0775 -1.0825 0.11 0.21 -0.09
C -0.1541 -1.1836 0.5002 -0.07 -0.03 0.24
C 0.8989 -0.0227 0.4720 0.36 0.05 0.23
C -0.7775 -0.2971 -0.6273 -0.56 0.48 0.04
C 0.0606 1.1824 0.8602 -0.04 0.11 0.05
H 0.8986 0.8023 -1.7000 0.08 0.08 0.30
H 0.3241 1.9685 1.5522 0.05 -0.04 0.00
H -0.7698 -1.3558 1.3864 0.19 0.25 0.07
H -1.9333 1.6409 0.0956 0.19 -0.26 -0.07
H 1.8796 -0.1158 0.9378 -0.04 -0.14 -0.12
H 0.3327 -2.1260 0.2036 -0.45 0.25 -0.27
H 1.2502 -0.9419 -1.4902 -0.57 0.09 -0.04
H -1.6778 -0.4531 -1.2238 0.52 -1.03 -0.43

=====

92
Properties=species:S:1:pos:R:3:forces:R:3 method="wB97M-V/def2-TZVPD" total_charge=+2 homo_energy_ev=-12.36 gap_ev=6.80 multiplicity=1 e_lumo_ev=-5.555
Bi -0.3822 0.4960 -0.3324 -0.24 -0.20 0.17
S 1.2778 -1.8063 -0.8502 0.08 -0.35 0.19
S -2.5683 -1.4456 -2.9389 0.18 0.32 0.16
S 0.0671 -0.2095 -4.7867 -0.13 -0.08 0.04
P 0.7128 0.9750 3.2260 0.10 -0.09 0.10
P 1.8732 2.0409 0.4184 0.48 0.38 0.16
O -3.4105 -1.4577 -1.7780 0.07 -0.09 0.27
O -2.9237 -0.6251 -4.0636 0.25 0.04 -0.03
N -3.2441 4.4638 -2.7584 -0.02 -0.01 -0.03
N 0.4714 0.7867 -2.4717 -0.25 -0.21 -0.12
N -2.4913 4.9141 1.2721 0.03 -0.13 -0.08
N -2.3188 4.6513 2.5685 0.06 -0.06 0.11
N -1.9222 2.4609 -1.3250 0.03 -0.06 -0.17
N -1.5133 -6.9350 -4.7703 0.01 0.07 -0.02
N -1.0748 -2.0619 1.3161 0.03 0.19 -0.07
N -1.7730 2.7998 1.5771 0.13 -0.22 -0.24
N 1.7760 -2.0516 2.1973 0.05 -0.11 0.03
N -1.0935 -0.8634 -2.3182 -0.23 -0.03 -0.34
C -2.3279 -3.0781 -3.4982 0.12 0.17 0.10
C 1.9914 4.5456 1.6736 0.00 -0.07 0.00
C -0.6291 1.0555 4.4877 0.13 -0.10 -0.10
C 2.9663 -2.4609 1.4737 -0.17 -0.09 0.00
C -2.1578 3.7725 0.7043 -0.01 0.15 0.10
C 1.3116 2.7108 3.0999 -0.01 -0.07 -0.16
C -2.2457 2.3227 -2.6166 -0.03 0.15 0.06
C 3.1512 0.8477 0.9467 -0.16 0.06 -0.01
C -1.1521 -3.0176 0.2121 0.17 0.08 0.13
C -2.3214 3.5929 -0.7377 -0.11 0.07 -0.15
C 1.1579 1.1260 -4.6342 -0.04 -0.14 -0.06
C 2.7877 -2.4841 -0.0636 -0.08 0.30 -0.04
C -0.2424 -0.1631 -3.0957 -0.16 0.12 0.02
C 1.3862 3.5679 4.1924 -0.13 0.00 0.00
C 2.0112 5.3945 2.7701 0.00 0.03 0.02
C -2.5179 -4.1477 -2.6248 -0.04 0.03 -0.04
C -1.7056 -4.5890 -5.2529 -0.01 -0.04 0.01
C -2.2685 -5.4310 -3.0532 -0.01 -0.09 0.00
C -2.9754 4.5912 -1.4715 0.06 -0.11 0.01
C -1.9652 -3.3073 -4.8257 -0.06 -0.01 0.06
C -1.8215 -5.6744 -4.3653 -0.02 0.03 -0.01
C 2.8813 3.0248 -0.7487 -0.24 -0.04 -0.05
C 0.8420 -3.1278 2.5257 -0.11 0.14 -0.10
C -0.5967 -2.6350 2.5845 0.13 0.04 -0.19
C 1.2442 1.5226 -3.3572 0.04 0.00 0.18
C -1.8951 3.3951 2.7446 -0.05 0.35 0.11
C 1.7394 4.8995 4.0355 0.01 0.07 0.00
C 1.6769 3.1950 1.8307 -0.11 -0.10 0.09
C -2.9012 3.3125 -3.3258 0.01 0.08 0.09
C 0.1341 -3.2127 -0.6092 -0.05 0.07 -0.06
C 2.0337 0.2601 4.3095 -0.13 0.17 -0.02
H 2.3031 3.8020 -1.2456 0.02 0.00 -0.03
H -0.7792 0.0544 4.8926 0.01 -0.04 -0.04
H 0.9267 -3.9126 1.7763 0.03 -0.05 0.01
H -3.2866 5.5025 -0.9802 0.02 0.02 0.03
H -0.1441 -3.5152 -1.6158 -0.06 -0.05 -0.04
H 2.2668 6.4374 2.6343 -0.03 -0.02 0.00
H -2.0085 1.4042 -3.1094 0.10 -0.29 -0.13
H -3.1468 3.1702 -4.3707 0.00 -0.02 0.02
H -1.9421 -2.6794 -0.4496 0.01 0.12 0.04
H 1.6925 -0.6903 4.7258 0.00 0.05 0.06
H 2.2469 0.9356 5.1368 0.03 -0.01 0.06
H 3.3159 -3.4537 1.7780 0.04 -0.01 0.01
H -2.5250 5.3561 3.2579 0.00 0.02 0.04
H 1.0804 -3.6036 3.4825 0.01 -0.03 0.02
H 1.8212 2.3591 -3.0151 0.07 0.06 0.09
H -1.7016 2.9692 3.7146 -0.06 0.42 -0.21
H 3.8936 1.3592 1.5603 0.02 -0.01 0.00
H 3.6350 0.4536 0.0510 -0.01 -0.01 0.02
H 2.0430 -1.5816 3.0506 0.04 -0.18 -0.17
H -0.6801 -1.8603 3.3480 -0.04 0.03 0.05
H -1.2318 -3.4766 2.8872 -0.02 0.01 0.06
H -1.3488 -7.1141 -5.7448 -0.02 -0.03 0.00
H 3.3116 2.3559 -1.4915 -0.04 -0.01 -0.02
H 1.6522 1.5406 -5.4976 -0.02 0.01 0.04
H 2.6926 0.0301 1.4965 -0.01 0.05 -0.02
H 3.5956 -1.9402 -0.5541 0.04 -0.07 0.03
H -1.9620 -2.4839 -5.5266 0.16 0.03 -0.01
H -1.4369 -4.0146 0.5739 -0.04 -0.03 -0.04
H 3.6967 3.4841 -0.1910 0.03 0.00 0.01
H 2.9589 0.0972 3.7545 -0.01 0.06 0.05
H -2.0142 -1.7200 1.4888 -0.03 -0.04 -0.06
H -2.4454 -6.2709 -2.3914 0.02 0.04 0.00
H -1.7780 -7.7231 -4.2077 -0.01 -0.01 0.01
H 2.2350 4.9570 0.7045 0.02 -0.03 0.00
H 0.7524 -4.0034 -0.1977 0.04 -0.04 -0.01
H -1.5623 1.3733 4.0274 0.11 -0.47 0.20
H -0.3716 1.7083 5.3208 -0.07 0.03 0.04
H 3.7706 -1.7678 1.7172 0.01 -0.02 0.00
H 2.8209 -3.5017 -0.4494 0.04 0.01 -0.06
H 1.1519 3.2049 5.1863 0.01 -0.01 -0.01
H -2.9058 -3.9623 -1.6304 0.02 -0.10 -0.12
H -1.4404 -4.7734 -6.2868 0.00 0.02 0.02
H 1.7936 5.5530 4.8968 0.00 -0.02 -0.01

=====

17
Properties=species:S:1:pos:R:3:forces:R:3 method="wB97M-V/def2-TZVPD" total_charge=-1 homo_energy_ev=-3.13 de_lowest_kj_mol=29.74 gap_ev=7.19 multiplicity=1 e_lumo_ev=4.063
S -0.7253 0.9129 -0.5010 0.01 0.17 0.02
O -0.9560 2.7300 2.2057 0.21 0.25 -0.52
O 1.8803 3.0785 -0.1688 0.13 0.11 -0.20
C 0.2183 -0.5248 -1.1254 -0.16 -0.28 0.87
C -0.9735 -2.5122 -0.0223 0.55 0.30 -0.23
C 0.3176 -1.6671 -0.0681 -0.54 0.63 -0.52
H -1.2400 -2.7434 1.0060 -0.18 -0.18 0.00
H 0.9563 2.8786 -0.4012 -0.06 -0.27 0.08
H -0.8753 -3.4342 -0.5990 0.04 -0.10 0.08
H 1.2326 -0.2247 -1.4030 -0.15 -0.07 -0.35
H -1.7684 -1.9292 -0.4840 -0.21 0.06 0.22
H 2.2844 2.2124 -0.2914 -0.07 0.05 0.11
H -0.3777 -0.8895 -1.9570 0.46 -0.15 -0.54
H -0.9959 3.4747 1.5877 -0.07 -0.06 0.36
H -0.6032 2.0479 1.5933 -0.19 -0.26 0.20
H 1.2064 -2.2818 -0.2364 -0.01 -0.09 0.01
H 0.4192 -1.1280 0.8649 0.25 -0.13 0.41

=====

81
Properties=species:S:1:pos:R:3:forces:R:3 method="wB97M-V/def2-TZVPD" total_charge=0 homo_energy_ev=-8.10 gap_ev=7.54 multiplicity=1 e_lumo_ev=-0.560
Cl -6.5673 0.3497 -0.4142 0.05 -0.06 0.08
Cl 6.1233 2.0436 0.3338 -0.21 0.20 -0.03
S -7.6112 -1.2497 0.2989 -1.30 -1.04 -0.16
S 0.4346 -0.9161 -1.9547 -0.04 -0.11 0.03
S 4.8290 3.5516 -5.2620 -0.09 -0.16 0.15
P 2.9964 3.1717 -4.8619 1.36 0.52 -0.61
P -1.6863 0.7345 3.7900 0.18 1.61 -0.15
P 4.7032 3.8857 -2.1132 1.28 -0.23 -0.84
P 0.6238 0.5579 -4.6206 -0.88 -1.38 0.55
P 4.0941 1.9781 0.6712 -0.44 -0.54 0.35
O 2.1062 4.4747 -4.6138 -0.61 -0.37 -0.05
O 1.6349 0.0339 -5.8260 0.43 0.57 -0.06
O -0.0735 1.9338 -5.1213 0.56 0.29 -0.01
O 3.6762 3.4965 1.1329 0.56 -0.10 -0.28
O 2.3071 2.4823 -6.1312 -0.21 -0.03 0.71
O -8.6256 -0.7727 1.1806 0.43 0.54 0.34
O -8.0389 -2.0244 -0.8213 0.46 0.12 -0.29
N 0.6981 -4.5618 0.2182 0.05 0.19 -0.12
N 2.1309 -3.9026 2.0023 -0.43 0.00 0.16
N 6.1535 3.5142 -2.5834 -0.03 0.13 0.23
N 2.8759 -3.6924 -0.1796 0.25 -0.15 -0.17
N 2.0589 -0.0350 0.2084 -0.36 0.28 0.04
N -1.2781 2.2139 4.1455 -0.01 -0.35 0.04
C -0.2302 -0.4893 -0.3642 0.49 0.08 -0.24
C 0.2609 0.2643 1.8748 0.14 0.18 -0.34
C -1.5971 -0.5495 -0.1028 -0.21 0.00 0.24
C 1.3786 -2.7551 2.5554 0.38 -0.03 -0.27
C 1.6079 0.4202 -2.1059 -0.20 -0.10 0.32
C 1.2399 0.6567 2.9564 -0.29 -0.46 0.45
C -1.1179 0.2202 2.1299 -0.41 -0.57 0.42
C 3.2614 1.7725 -0.9824 0.41 0.13 0.15
C 1.6452 -0.5497 3.8277 0.35 0.04 -0.50
C -6.4374 -2.2152 1.2124 0.82 0.38 0.56
C -3.5509 -0.2114 1.3908 0.30 -0.01 -0.38
C -2.5022 -1.0065 -1.1998 0.26 0.54 0.50
C 2.3311 0.7200 -0.9380 0.28 0.32 -0.59
C 3.4644 2.5092 -2.1738 -0.23 0.15 0.01
C 1.9471 -4.0334 0.6012 0.07 0.06 0.04
C -4.0696 -1.5335 1.9710 -0.37 1.23 -0.05
C -2.8222 -0.1888 -2.1909 -0.35 -0.57 -0.19
C 2.3352 -1.6882 3.0649 -0.20 -0.22 0.56
C -2.0587 -0.1817 1.1655 0.29 -0.07 -0.10
C -5.5888 -1.4359 2.2460 0.30 -0.72 -0.48
C 2.7370 2.2024 -3.3428 -0.59 -0.53 0.62
C 0.6985 -0.0803 0.5879 -0.56 -0.05 0.31
C 1.7805 1.1371 -3.2822 0.22 0.95 -0.60
H -0.7187 1.7403 -5.8086 -0.16 0.02 0.01
H 2.7749 1.6490 -6.3050 -0.14 0.02 -0.35
H -5.8093 -2.7464 0.5045 -0.07 0.08 -0.31
H 4.0786 4.9107 -2.8450 -0.30 -0.08 0.26
H 0.7419 -3.0808 3.3783 -0.07 -0.07 0.07
H -5.8978 -0.3951 2.2411 -0.06 0.12 0.34
H 2.3235 -0.2234 4.6125 -0.01 0.28 0.08
H -5.7672 -1.8871 3.2157 -0.31 0.24 0.19
H -3.1755 -0.6112 -3.1202 -0.67 0.20 0.02
H -3.0826 0.6100 3.8190 0.08 -0.72 0.01
H 6.8074 3.6732 -1.8249 0.06 -0.11 0.00
H -2.0926 2.7866 4.3210 0.06 0.15 0.08
H 4.7474 4.3403 -0.7897 -0.71 0.06 -0.07
H -2.8570 -2.0284 -1.1597 0.37 -0.30 -0.41
H 1.8716 4.8799 -5.4590 0.01 0.19 0.02
H 1.6250 -0.9269 -5.8133 -0.11 -0.13 -0.09
H 1.8303 -4.7585 2.4488 -0.04 -0.05 0.02
H 2.5897 -3.8250 -1.1478 0.02 0.17 -0.08
H -3.8659 -2.3061 1.2350 0.21 -0.36 0.21
H 0.7721 1.3992 3.5992 0.03 0.23 -0.05
H -3.8592 0.6452 1.9812 -0.14 0.00 0.23
H 0.7298 -2.3495 1.7768 -0.17 0.10 0.06
H 0.5538 -4.4601 -0.7772 -0.07 -0.10 -0.07
H 2.9688 -1.3382 2.2549 0.06 0.06 -0.11
H 2.6445 0.2260 0.9873 0.18 -0.11 -0.03
H -3.5351 -1.7111 2.9015 0.08 -0.39 0.02
H 4.4755 4.0093 1.3106 -0.15 0.26 0.14
H -2.7420 0.8828 -2.0990 0.65 0.14 -0.23
H 0.7603 -0.9355 4.3313 -0.06 -0.13 0.09
H 2.1336 1.1243 2.5530 0.08 0.09 -0.10
H 3.0006 -2.2016 3.7571 0.15 -0.05 0.01
H -0.0624 -4.1008 0.7021 -0.05 -0.19 0.16
H -1.1854 -0.2268 4.6892 -0.18 -0.24 -0.20
H -4.0136 -0.0624 0.4200 -0.11 0.03 -0.06
H -7.0429 -2.9535 1.7303 -0.40 -0.02 -0.21

=====

91
Properties=species:S:1:pos:R:3:forces:R:3 method="wB97M-V/def2-TZVPD" total_charge=0 homo_energy_ev=-9.86 gap_ev=5.67 multiplicity=1 e_lumo_ev=-4.184
Br -1.2363 -6.1756 3.8250 -0.23 0.71 -0.45
Br -5.9919 4.2271 -1.7327 0.92 -0.26 0.39
Br -2.6518 -3.4449 5.6191 0.52 0.00 -0.22
Br -4.6497 3.7979 1.7517 0.55 -0.90 -1.46
S 1.2586 3.3335 -0.9556 2.39 -0.15 -0.25
S -0.2133 -0.9824 0.8771 5.42 -3.62 4.37
S -2.6214 -1.1359 -0.3401 -0.90 1.27 0.19
S 0.9248 3.7839 -3.4843 1.73 3.44 -3.13
F -0.3264 4.0636 0.9784 0.30 -0.73 2.86
F -0.9860 -0.3504 3.3554 0.61 0.78 -1.32
F -1.2823 2.9439 -4.7791 -0.85 -0.70 0.03
F -1.2654 4.2310 -0.8406 -1.70 -0.59 -1.63
F -1.5582 -3.5874 -0.7799 -1.07 0.41 -0.33
F 0.5964 2.3358 -5.7005 -0.20 -0.29 -0.24
F -1.6828 1.0853 1.8376 1.07 -1.10 0.13
F -3.7629 -3.3986 -0.8928 1.11 0.21 -0.54
F -2.4574 -2.5964 -2.5152 -0.34 -0.63 0.93
F -0.0861 4.4088 -5.7654 0.15 -0.17 -0.48
F 0.4082 1.0744 2.4103 -0.22 -0.52 0.12
F 0.1679 5.6874 -0.3064 0.58 0.45 0.11
O 3.1108 -1.5996 3.8877 -0.87 -1.01 1.25
O 1.2008 -0.7631 0.4727 -1.40 0.17 0.49
O 1.4506 2.2238 -0.0590 -1.17 -0.61 -0.25
O -3.8120 -5.4714 -3.2515 0.34 0.03 -0.38
O 4.2915 -0.3858 2.4984 0.04 2.88 2.39
O 5.0088 5.6706 0.2923 -1.23 -1.59 3.36
O -1.7194 0.1808 -3.4222 2.01 0.63 1.48
O 3.5211 4.6176 1.6475 -3.62 0.41 -0.69
O 5.5352 4.6390 2.2513 2.70 0.15 0.91
O 0.4022 5.0591 -2.9741 -0.07 -2.04 -0.77
O 2.2921 3.8274 -3.9682 -1.40 -0.59 0.09
O -3.1320 -1.4100 0.9680 1.15 -0.17 0.09
O -3.5177 -0.3122 -1.1244 1.72 -0.39 -0.42
O 1.0236 -5.2791 -0.9716 -0.10 0.57 0.02
O 2.4415 4.1318 -1.1833 -1.87 -0.46 0.17
O -2.8650 -1.0091 -5.4389 0.14 0.76 -0.04
O -0.4461 -2.3142 1.5154 -0.06 3.22 -1.83
O 3.7519 0.4012 4.6368 0.49 -2.36 -3.00
O 0.8332 -2.3215 -2.1932 -0.02 1.54 -0.58
O -3.0214 -3.7065 -5.5941 0.21 0.16 -0.10
N -0.9355 -0.5643 -0.3673 -5.35 0.07 -4.40
N 0.6411 2.6504 -2.4394 -0.15 -2.44 3.26
C 3.7510 -0.4825 3.7639 -0.06 4.81 1.91
C 2.6112 2.9559 3.0218 -1.13 -1.44 0.50
C 4.6734 5.0685 1.3277 3.19 1.32 -3.44
C -2.0275 -4.5293 3.0269 0.12 0.23 0.50
C -4.1483 3.6318 -1.1801 -0.64 0.75 -0.28
C -0.1459 4.4225 -0.2311 1.13 0.44 -1.46
C -2.5866 -2.8140 -1.1875 0.55 0.52 -0.29
C 3.4616 4.1313 2.9579 1.04 -0.54 1.38
C -4.1576 2.7865 0.0470 -0.89 -0.03 0.50
C 4.1917 -1.5855 1.8744 0.59 -2.50 0.06
C -0.0547 3.2875 -5.0594 0.97 1.47 1.66
C -0.6285 0.2862 2.2089 -1.25 0.68 0.93
C 2.6911 -3.5151 2.5383 0.42 -0.77 0.28
C 3.7056 -2.5062 3.0173 -0.28 -1.03 -2.14
C -1.7007 -3.2546 3.8820 -1.50 -1.45 -0.29
C 4.9502 3.8417 3.2862 -1.26 0.71 -0.55
Be 0.5710 0.1571 -2.1671 -2.15 0.75 1.44
H -2.7997 -1.9549 -5.3066 -0.06 -0.85 -0.19
H 3.1628 -4.3004 1.9477 0.27 0.14 -0.23
H 3.5216 -1.5491 1.0155 0.19 -0.02 -0.05
H -3.5441 4.5335 -1.0806 -0.22 -0.17 -0.25
H 5.2023 2.7835 3.2172 0.08 0.01 -0.50
H 1.9336 -3.0451 1.9111 -0.11 0.00 0.33
H -2.0979 -0.1881 -4.2202 -0.35 -0.61 -1.23
H -4.9099 2.0188 -0.1339 -0.07 0.00 0.66
H -3.8454 3.0013 -2.0160 0.21 0.23 0.00
H -3.4707 -5.2190 -2.3936 0.02 -0.06 0.28
H -3.5813 -4.1745 -6.2136 -0.10 -0.04 -0.26
H -2.2616 -2.4053 3.4918 0.65 -0.10 -0.33
H 4.6075 -2.9049 3.4817 -0.24 -0.45 0.30
H 3.0222 4.8413 3.6587 0.27 0.70 -0.30
H -0.6358 -3.0944 4.0509 -0.35 0.05 -0.02
H 1.5888 3.2290 2.7606 0.01 -0.23 -0.16
H 2.2722 -4.0765 3.3734 -0.36 0.29 0.06
H -3.0270 -4.2510 -4.8069 -0.13 -0.44 0.56
H 1.0305 -2.9241 -2.9103 0.12 0.00 -0.41
H 1.8587 -5.6192 -1.2927 0.32 -0.17 0.01
H 0.7185 -2.8868 -1.4294 0.03 -0.17 0.81
H -1.7180 -4.4994 1.9822 0.69 0.30 0.30
H -3.0954 -4.7313 2.9436 0.01 0.15 0.61
H -3.7317 -0.8798 -5.8240 -0.17 0.18 -0.08
H -4.7345 -5.2174 -3.2270 -0.35 0.03 0.03
H -2.4746 0.3880 -2.8718 -0.20 0.07 0.55
H 5.2360 4.1572 4.2896 0.14 0.42 -0.26
H 2.9708 2.1043 2.4441 -0.07 0.20 -0.33
H 0.3861 -5.5421 -1.6355 -0.27 -0.26 -0.11
H -3.2010 2.2762 0.1595 0.06 0.38 0.41
H 2.6062 2.6072 4.0545 -0.12 -0.02 0.12
H 5.2142 -1.9248 1.7083 -0.12 0.01 -1.12